{
  "formula": "C16H16FNO5S",
  "method": "wB97M-V/def2-TZVPD",
  "e_homo_ha": -0.2995,
  "multiplicity": 1,
  "elements": ["C", "O", "C", "C", "C", "F", "C", "S", "O", "O", "N", "C", "C", "O", "C", "C", "C", "C", "C", "C", "C", "C", "O", "C", "H", "H", "H", "H", "H", "H", "H", "H", "H", "H", "H", "H", "H", "H", "H", "H"],
  "positions_angstrom": [[2.45470, 3.47437, 3.27019], [3.01120, 2.37331, 2.58725], [2.30164, 1.80274, 1.59357], [1.04008, 2.20503, 1.18570], [0.40226, 1.53791, 0.14671], [-0.82309, 1.95570, -0.21124], [0.99973, 0.47834, -0.49269], [0.20724, -0.44363, -1.81583], [-0.37182, 0.43904, -2.77328], [1.17121, -1.39738, -2.28079], [-0.96677, -1.33804, -1.02408], [-0.38423, -2.32722, -0.14352], [-1.45232, -3.35437, 0.21150], [-2.50332, -2.73635, 0.90990], [-2.98036, -1.60103, 0.29946], [-4.23953, -1.16229, 0.68535], [-4.80650, -0.05038, 0.09417], [-4.12070, 0.61015, -0.91063], [-2.86145, 0.18925, -1.29523], [-2.25658, -0.89984, -0.67703], [2.26451, 0.06691, -0.08854], [2.92984, 0.70857, 0.93966], [4.15935, 0.38121, 1.39729], [4.84526, -0.67843, 0.76859], [3.19959, 3.76494, 4.00858], [1.52564, 3.20179, 3.77976], [2.26832, 4.31294, 2.59285], [0.52684, 3.03055, 1.64965], [0.44770, -2.78736, -0.67618], [-0.01445, -1.85969, 0.78161], [-1.05342, -4.12461, 0.87425], [-1.83018, -3.81892, -0.70909], [-4.75432, -1.72037, 1.45143], [-5.78399, 0.28457, 0.40507], [-4.56214, 1.46404, -1.40006], [-2.32982, 0.71067, -2.07089], [2.69637, -0.76004, -0.62631], [5.80437, -0.74542, 1.27897], [5.00941, -0.47524, -0.29344], [4.30719, -1.62481, 0.87781]],
  "atomic_forces_ev_per_a": [[-0.10, 0.19, 0.13], [0.05, -0.29, -0.25], [0.10, -0.22, -0.14], [0.01, -0.03, -0.05], [0.01, 0.08, 0.10], [0.16, -0.01, 0.05], [-0.58, -0.16, -0.58], [0.13, 0.01, 0.27], [-0.24, 0.13, 0.23], [0.03, -0.01, 0.27], [0.83, 0.15, -0.77], [0.12, -0.62, 0.45], [0.45, 0.00, -0.31], [-0.30, 0.34, 0.15], [0.02, -0.02, -0.03], [0.15, -0.03, -0.05], [-0.01, -0.07, 0.05], [0.06, 0.02, -0.03], [-0.26, 0.06, 0.03], [-0.52, 0.34, 0.07], [0.42, 0.04, 0.27], [-0.22, 0.07, -0.05], [-0.07, 0.21, 0.15], [0.08, -0.11, -0.06], [-0.09, 0.01, -0.04], [0.03, 0.00, -0.03], [0.00, -0.04, 0.01], [-0.04, 0.08, 0.06], [-0.10, -0.13, 0.21], [-0.02, -0.08, -0.06], [0.01, 0.09, -0.13], [0.03, 0.00, 0.10], [-0.05, -0.08, 0.08], [-0.09, 0.02, 0.02], [-0.04, 0.09, -0.06], [-0.07, 0.04, -0.02], [0.18, -0.09, 0.03], [-0.06, -0.04, -0.08], [-0.01, 0.00, 0.02], [0.00, 0.02, -0.01]]
}

{
  "formula": "C38H49As2FKN6O7S",
  "method": "wB97M-V/def2-TZVPD",
  "total_charge": -1,
  "e_homo_ha": -0.1504,
  "multiplicity": 1,
  "elements": ["K", "O", "C", "O", "C", "C", "C", "C", "C", "N", "C", "O", "O", "H", "H", "H", "C", "C", "N", "C", "C", "C", "O", "O", "C", "O", "C", "C", "C", "F", "C", "C", "C", "N", "C", "C", "N", "C", "C", "H", "H", "H", "H", "H", "H", "H", "H", "H", "H", "H", "H", "H", "H", "H", "H", "H", "H", "C", "As", "C", "C", "C", "C", "C", "C", "C", "As", "C", "C", "H", "H", "H", "H", "H", "H", "H", "H", "H", "H", "H", "H", "H", "H", "H", "H", "C", "C", "N", "C", "S", "N", "C", "C", "H", "H", "H", "H", "H", "H", "H", "H", "H", "H", "H", "H"],
  "positions_angstrom": [[1.09216, -2.04652, 0.44130], [3.75819, -4.49947, 0.24736], [3.74503, -3.28048, 0.46923], [3.39064, -2.35477, -0.29523], [4.16039, -2.83141, 1.87836], [5.36282, -3.26647, 2.42492], [5.71946, -2.80141, 3.68410], [4.86074, -1.95335, 4.35220], [3.67542, -1.56261, 3.72847], [3.34164, -1.99654, 2.52125], [2.74173, -0.54280, 4.41664], [2.85561, -0.47683, 5.64958], [2.02175, 0.13930, 3.66573], [5.96688, -3.95434, 1.85098], [6.65349, -3.11155, 4.13949], [5.04957, -1.56345, 5.34254], [-5.43495, -0.70188, -3.96529], [-4.09815, -0.72631, -4.68360], [-2.97601, -0.58201, -3.77242], [-2.42902, -1.71008, -3.21824], [-1.48533, -1.77134, -2.25349], [-1.14207, -3.16730, -1.67101], [-1.19138, -4.09814, -2.47396], [-0.92256, -3.13989, -0.44755], [-0.95099, -0.50750, -1.77730], [-0.12573, -0.33729, -0.88486], [-1.49612, 0.72359, -2.44029], [-0.97051, 1.94305, -2.00991], [-1.54746, 3.08969, -2.47091], [-1.05529, 4.31291, -2.11942], [-2.67284, 3.05834, -3.30876], [-3.16403, 1.85769, -3.77419], [-2.54871, 0.65621, -3.35894], [-3.33297, 4.30025, -3.64312], [-3.78417, 5.06094, -2.49904], [-4.75006, 6.12260, -2.96458], [-4.00615, 7.00927, -3.94470], [-3.47283, 6.21326, -5.11642], [-2.58198, 5.11670, -4.57353], [-6.25915, -0.81124, -4.66864], [-5.57476, 0.22976, -3.41958], [-5.49326, -1.51305, -3.24373], [-4.02648, 0.05476, -5.44454], [-3.95537, -1.66960, -5.21488], [-2.81223, -2.64734, -3.60569], [-0.15423, 1.95157, -1.30333], [-4.05075, 1.86276, -4.38540], [-2.95631, 5.53240, -1.94714], [-4.28929, 4.39906, -1.79513], [-5.10411, 6.77553, -2.16819], [-5.58865, 5.71263, -3.52722], [-3.21322, 7.43670, -3.45310], [-4.59833, 7.77495, -4.26920], [-2.95724, 6.91964, -5.76529], [-4.35571, 5.81243, -5.61575], [-1.68478, 5.55908, -4.10692], [-2.23958, 4.49985, -5.40608], [2.91816, 1.46402, -1.12338], [2.67141, 0.70179, 0.69283], [4.54713, 0.79560, 1.23580], [2.04483, 2.38683, 1.55042], [2.83115, 3.53689, 1.52792], [2.42396, 4.70353, 2.15291], [1.20666, 4.73570, 2.81319], [0.41447, 3.59976, 2.83264], [0.82065, 2.42312, 2.21160], [-0.35701, 0.82036, 2.28349], [-0.95280, 0.95861, 4.13712], [-1.95405, 1.69010, 1.50214], [3.79413, 2.11523, -1.17627], [2.04340, 2.04484, -1.41215], [3.04080, 0.63488, -1.81735], [5.04637, 1.66120, 0.79902], [5.00630, -0.13062, 0.89011], [4.57016, 0.83881, 2.32161], [3.78905, 3.50649, 1.01988], [3.06568, 5.57915, 2.13462], [0.88242, 5.63558, 3.32680], [-0.53110, 3.62285, 3.36742], [-1.58576, 1.83024, 4.30384], [-0.06118, 0.98208, 4.75647], [-1.51091, 0.04420, 4.34756], [-2.06291, 2.72008, 1.85658], [-2.80745, 1.09472, 1.83279], [-1.92459, 1.68023, 0.41406], [3.00052, -5.55470, 4.32960], [2.06766, -5.98928, 3.21689], [0.70274, -5.58403, 3.54767], [-0.12280, -4.92125, 2.69747], [-1.15067, -3.71408, 3.28444], [-0.11086, -5.27312, 1.40455], [0.24964, -6.56737, 0.86691], [1.02968, -6.39871, -0.42309], [4.02500, -5.82944, 4.09684], [2.72732, -6.03233, 5.27434], [2.97521, -4.47600, 4.47406], [2.12321, -7.07930, 3.09126], [2.36686, -5.54466, 2.26026], [0.59421, -5.22745, 4.48689], [-0.58696, -4.63588, 0.76525], [-0.67604, -7.13492, 0.68703], [0.81268, -7.12886, 1.61403], [0.45076, -5.83204, -1.15216], [1.24049, -7.38123, -0.84933], [1.96964, -5.87155, -0.26019]],
  "atomic_forces_ev_per_a": [[-0.02, -0.16, 1.19], [0.12, -0.53, 0.00], [0.07, 0.27, 0.38], [0.52, 0.13, -0.44], [0.21, -0.16, -0.03], [-0.18, 0.06, 0.02], [0.09, -0.20, -0.13], [-0.25, 0.21, 0.11], [-0.05, 0.08, 0.16], [-0.12, -0.10, -0.52], [0.41, -0.22, 0.17], [0.02, -0.02, 0.44], [-0.28, 0.31, -0.48], [0.10, -0.04, 0.05], [0.03, 0.00, 0.01], [0.07, -0.03, 0.01], [-0.10, 0.03, -0.01], [0.15, -0.07, -0.20], [-0.02, 0.19, -0.09], [0.19, -0.43, 0.12], [-0.17, 0.44, -0.19], [-0.24, 0.70, -0.29], [-0.08, -0.46, -0.21], [-0.22, -0.51, 0.11], [0.26, 0.31, 0.43], [-0.43, 0.02, -0.79], [0.16, -0.43, 0.28], [-0.30, 0.15, -0.26], [-0.15, -0.13, -0.26], [-0.06, -0.09, 0.03], [0.22, 0.38, 0.25], [0.21, -0.12, 0.30], [-0.05, 0.28, 0.04], [-0.03, -0.43, -0.35], [-0.07, -0.06, 0.26], [0.01, 0.39, -0.25], [0.13, 0.06, 0.06], [-0.24, 0.23, 0.14], [0.18, 0.06, -0.08], [-0.04, -0.02, -0.07], [0.01, 0.08, 0.03], [0.02, -0.09, 0.05], [-0.08, -0.01, 0.04], [-0.08, 0.03, 0.09], [-0.01, 0.00, -0.01], [0.10, -0.07, 0.07], [-0.08, 0.05, -0.10], [-0.01, 0.03, 0.01], [-0.02, 0.00, -0.05], [0.00, -0.13, 0.07], [0.02, -0.08, 0.13], [-0.08, -0.08, -0.04], [0.01, -0.12, 0.02], [0.07, -0.11, -0.03], [0.12, -0.05, -0.04], [-0.03, 0.02, -0.05], [-0.05, 0.03, 0.05], [0.17, 0.14, 0.04], [-0.27, 0.30, 0.21], [-0.16, -0.06, -0.06], [0.28, -0.18, -0.24], [0.02, -0.09, -0.08], [0.18, 0.13, -0.06], [-0.10, 0.10, 0.09], [-0.10, 0.03, 0.08], [-0.44, -0.25, 0.01], [0.56, -0.16, -0.15], [-0.06, -0.06, -0.06], [-0.16, 0.17, 0.16], [-0.01, 0.01, -0.03], [-0.08, -0.01, -0.02], [0.04, -0.05, -0.06], [0.07, -0.02, 0.05], [0.08, 0.04, 0.02], [0.08, -0.02, 0.06], [0.02, 0.07, 0.01], [-0.04, -0.01, 0.01], [0.01, -0.02, -0.02], [0.04, 0.02, -0.02], [-0.04, 0.04, 0.07], [0.06, -0.02, 0.06], [-0.01, 0.08, 0.07], [-0.09, -0.06, -0.02], [-0.09, 0.06, -0.05], [0.05, -0.04, -0.04], [0.06, 0.01, 0.06], [0.10, -0.07, -0.17], [0.03, -0.05, 0.29], [-0.43, 0.13, -0.18], [0.12, -0.04, -0.03], [0.09, 0.36, 0.22], [0.00, -0.15, -0.04], [0.06, -0.21, -0.09], [0.13, -0.06, -0.05], [-0.02, -0.01, 0.01], [-0.03, 0.11, -0.05], [0.05, 0.10, 0.07], [0.01, 0.03, 0.14], [0.00, 0.00, -0.08], [-0.13, 0.00, 0.02], [0.08, 0.04, -0.04], [-0.10, 0.08, -0.23], [-0.10, 0.03, -0.02], [0.05, -0.04, -0.08], [0.05, 0.01, 0.07]]
}

{
  "formula": "C4H14NO",
  "method": "wB97M-V/def2-TZVPD",
  "total_charge": 1,
  "e_homo_ha": -0.4882,
  "multiplicity": 1,
  "elements": ["C", "C", "C", "C", "N", "H", "H", "H", "H", "H", "H", "H", "H", "H", "H", "H", "H", "H", "H", "O"],
  "positions_angstrom": [[1.41004, 0.25701, -0.44322], [0.26619, -0.40596, -1.07627], [-0.77383, 0.43325, -1.68956], [-2.23198, -0.06823, -1.53210], [1.25626, 0.95858, 2.70753], [2.12073, -0.40998, 0.03655], [1.96319, 0.93799, -1.11648], [1.07817, 1.07182, 0.23620], [0.49729, -1.32103, -1.63258], [-0.61628, 0.57435, -2.76606], [-0.80958, 1.35765, -1.10607], [-2.94672, 0.67541, -1.86409], [-2.45491, -0.34647, -0.50254], [-2.48223, -0.99215, -2.05601], [1.00336, 1.49877, 3.52964], [2.22925, 0.76750, 2.91531], [0.68672, 0.12811, 2.61575], [-0.45347, -2.35341, 1.61156], [0.11540, -1.17463, 0.64496], [0.14241, -1.58860, 1.48749]],
  "atomic_forces_ev_per_a": [[-1.05, -0.32, 1.37], [2.58, 2.52, -4.24], [-1.53, 0.10, 2.38], [-0.59, -1.41, 0.12], [0.34, 0.92, 0.09], [0.06, 0.02, -0.06], [-0.37, -0.39, -0.74], [0.02, -0.38, 0.44], [-0.57, -0.78, 1.09], [0.55, -0.20, 0.06], [0.47, 0.35, -0.68], [0.16, 0.27, 0.03], [0.09, 0.51, 0.21], [0.41, 0.08, -0.44], [-0.62, -0.06, -0.24], [-0.01, -0.66, -0.37], [0.30, -0.17, 0.47], [0.28, 0.68, -0.65], [-0.62, -0.24, -0.66], [0.10, -0.83, 1.81]]
}

{
  "formula": "AsF6H18O9",
  "method": "wB97M-V/def2-TZVPD",
  "total_charge": -1,
  "e_homo_ha": -0.3107,
  "multiplicity": 1,
  "elements": ["As", "F", "F", "F", "F", "F", "F", "O", "H", "H", "O", "H", "H", "O", "H", "H", "O", "H", "H", "O", "H", "H", "O", "H", "H", "O", "H", "H", "O", "H", "H", "O", "H", "H"],
  "positions_angstrom": [[0.41997, -0.53211, 0.16066], [2.19704, -0.43196, 0.41803], [0.16555, 1.17468, 0.57937], [-1.30192, -0.71513, -0.18340], [0.72622, -2.18920, -0.52218], [0.17272, -1.03712, 1.84482], [0.60228, -0.01638, -1.58805], [2.30635, -4.34240, -0.40186], [2.88962, -3.96261, -1.05897], [1.69855, -3.63592, -0.18346], [0.83140, 3.01959, -3.04231], [0.47107, 2.68384, -3.86308], [0.18034, 2.78547, -2.38083], [-4.16671, 0.22843, -1.04178], [-3.50798, -0.11204, -0.43648], [-3.67403, 0.45308, -1.83110], [-0.26163, -0.37273, 4.45576], [-0.11872, -0.51451, 3.51997], [-0.41998, 0.56799, 4.53453], [-2.52785, -2.10125, 3.21442], [-1.67712, -1.71583, 3.00481], [-3.00908, -1.39798, 3.65037], [2.31119, 0.35694, -3.73818], [1.51655, 0.47056, -4.25959], [2.00544, 0.35929, -2.83113], [-0.93220, 3.94399, 0.81705], [-1.03908, 4.15016, 1.74565], [-0.54372, 3.06921, 0.80861], [3.99065, 0.37281, 2.41132], [3.34844, 0.17609, 1.72933], [3.64149, 1.14647, 2.85378], [-2.30760, -0.40757, -3.04140], [-1.51661, -0.15936, -2.56289], [-2.47047, -1.31440, -2.78185]],
  "atomic_forces_ev_per_a": [[0.66, -0.46, -2.19], [-1.95, 0.18, -0.19], [0.38, -1.29, 0.00], [1.03, 0.04, 0.54], [-0.75, 1.68, 1.35], [0.27, 0.13, -1.49], [-0.18, -0.07, 1.77], [0.31, -0.68, 0.10], [0.08, 0.14, -0.11], [-0.17, 0.26, 0.01], [0.13, 0.25, -0.02], [-0.04, -0.06, -0.19], [-0.16, -0.07, 0.29], [-0.71, 0.16, 0.39], [0.24, -0.08, 0.14], [0.29, -0.13, -0.34], [-0.16, 0.01, 0.50], [0.32, 0.03, -0.29], [-0.01, 0.21, 0.04], [-0.33, -0.34, -0.16], [0.17, 0.02, -0.02], [-0.01, 0.15, 0.14], [0.51, -0.13, -0.52], [-0.13, -0.04, -0.01], [-0.17, 0.03, 0.32], [-0.10, 0.31, -0.11], [-0.04, 0.07, 0.17], [0.15, -0.40, -0.09], [0.40, 0.06, 0.31], [-0.24, -0.17, -0.30], [-0.05, 0.14, 0.10], [-0.13, 0.30, -0.54], [0.46, -0.02, 0.26], [-0.05, -0.24, 0.14]]
}

Calculated total energy in order - -42130.1730, -215031.1593, -7902.7532, -95870.1309 eV
Calculated energy relative to the best compared isomer or geometry (same formula, charge and spin) in order - 0.5453, 0.0000, 4.2011, 0.6783 eV
Calculated strongest force on any atom in order - 1.1, 1.2, 5.6, 2.3 eV/Å